Entry from the OMol25 dataset: an isolated ion of composition C7H19N4 and charge +1 in a non-equilibrium geometry (wB97M-V/def2-TZVPD).

Structure (XYZ):
```
30
Properties=species:S:1:pos:R:3:nbo_charge:R:1
C 0.91758 -0.11288 -0.90683 -0.14
C 1.99928 0.49057 0.01371 0.38
C -0.12111 -0.19005 0.16406 -0.08
C 2.03014 1.96446 0.21215 -0.69
C -2.16112 0.99870 1.09733 -0.61
C -2.40984 -1.08001 -0.34646 -0.63
C -1.58439 0.15160 -0.06807 0.07
N 1.44129 -1.51486 -1.30029 -0.85
N 2.74449 -0.29778 0.82888 -0.79
N -1.61014 0.95211 -1.28223 -0.84
N 0.08661 -1.53980 0.84965 -0.80
H 0.80440 0.60410 -1.72208 0.25
H 2.12053 2.27563 1.27855 0.25
H 1.28974 2.62960 -0.29155 0.27
H 3.09633 2.19040 -0.23617 0.25
H -3.28329 0.87106 1.17294 0.21
H -1.91624 2.01252 0.96637 0.22
H -1.71207 0.67693 2.04384 0.20
H -3.38391 -0.92658 -0.65216 0.24
H -1.98568 -1.70123 -1.09908 0.22
H -2.69687 -1.70159 0.57257 0.20
H 0.89782 -1.79181 -2.09152 0.41
H 2.39708 -1.40665 -1.61887 0.39
H 2.65210 -1.36012 0.78287 0.42
H 3.34254 0.13282 1.53905 0.43
H -2.50714 1.22519 -1.34529 0.36
H -1.00049 1.75398 -1.40695 0.36
H -0.87155 -2.09095 1.04950 0.45
H 0.49781 -1.34039 1.70441 0.40
H 0.92609 -1.87497 0.09168 0.44
```

As for the energy above the lowest of the compared OMol25 structures with the same formula, charge and spin: 114.32 kcal per mole. Its total charge is +1. The value obtained for the molar mass is 159.26 g/mol. The orbital gap (alpha / beta) is 7.68 / 7.68 eV. For the calculated total energy, the calculation gives -496.7712 hartree. The calculation puts the maximum force at 4.162 eV/Å. The LUMO energy (alpha / beta) is -3.181 / -3.181 eV.